{
  "formula": "C34H50BrClI2O11S",
  "method": "ωB97M-V/def2-TZVPD",
  "homo_lumo_gap_ha": 0.043,
  "lumo_energy_ev": 1.54,
  "homo_ev": 0.375,
  "charge": -2,
  "symbols": ["H", "H", "C", "O", "I", "H", "C", "H", "H", "H", "H", "Br", "H", "C", "C", "H", "H", "H", "H", "H", "O", "O", "C", "C", "C", "H", "O", "C", "H", "H", "Cl", "C", "C", "H", "H", "H", "H", "H", "H", "C", "H", "H", "H", "C", "C", "C", "H", "O", "C", "O", "H", "O", "H", "C", "S", "H", "C", "H", "C", "C", "C", "H", "C", "H", "H", "C", "H", "C", "O", "H", "O", "C", "O", "H", "C", "H", "H", "C", "C", "H", "C", "C", "H", "H", "H", "C", "C", "C", "H", "H", "H", "H", "H", "H", "I", "C", "H", "O", "H", "C"],
  "positions_angstrom": [[5.787, 2.733, -0.247], [2.860, -2.562, -0.586], [3.492, -0.616, -3.426], [-8.309, -3.416, 3.216], [7.855, -1.415, -1.903], [-7.801, -0.124, -1.985], [1.270, -0.192, 0.043], [4.397, -1.323, -3.563], [5.223, 1.779, -2.611], [-0.354, -1.163, -1.317], [-2.903, -2.739, 2.094], [6.371, 0.448, 2.816], [-8.317, -1.343, -3.275], [0.241, -1.393, -0.376], [-0.707, -1.839, 0.878], [0.757, -2.388, -0.569], [7.583, 3.134, 2.369], [-1.154, -3.962, 0.045], [4.055, 3.596, 0.983], [-4.880, -1.837, 1.334], [3.604, -0.941, 2.965], [0.905, 1.067, -2.880], [3.048, -2.458, -1.721], [-8.120, -1.363, 2.060], [6.129, -0.076, -1.538], [2.603, 2.993, 0.159], [-10.157, -2.111, 4.912], [-8.586, -2.195, 3.037], [3.502, 2.461, 4.091], [-5.823, -2.330, -2.606], [-1.139, 2.921, -1.270], [2.637, -0.851, -4.800], [-8.441, 0.056, 1.850], [3.908, 0.425, -3.526], [8.042, 3.825, 0.742], [-0.123, 0.742, 1.566], [-6.068, -3.554, 0.103], [2.801, 1.874, -2.532], [0.752, 2.007, 0.604], [-1.005, 1.283, -0.381], [1.998, -1.806, -4.731], [5.170, 2.553, 2.479], [6.450, 4.389, 1.647], [-8.251, -1.167, -2.144], [5.102, -0.358, -0.554], [2.442, 0.159, -0.997], [-7.427, -1.758, 1.323], [1.953, -0.906, 1.138], [6.310, 2.311, 0.666], [-7.967, 0.613, 0.853], [-1.388, -1.027, 1.263], [-9.549, 1.998, 2.745], [-4.717, -3.788, -1.118], [3.869, 0.610, -0.331], [2.817, 0.088, 2.156], [-0.100, -2.390, 1.673], [7.134, 3.520, 1.377], [6.570, 0.900, -3.483], [-9.812, -0.076, 3.847], [1.934, 1.401, -1.927], [-5.291, -2.984, -0.526], [4.127, 1.575, -0.916], [0.278, 0.959, 0.505], [6.965, 1.976, -2.053], [7.087, 1.508, 0.458], [-9.335, 0.758, 2.879], [2.215, 3.752, 4.527], [6.192, 1.220, -2.442], [-2.036, 0.620, -0.522], [-5.825, -0.922, -1.393], [1.849, 0.593, 3.185], [-3.086, -3.109, 1.024], [0.780, 2.116, -3.748], [1.306, 2.929, 2.425], [-1.694, -2.972, 0.240], [3.811, 4.253, 3.779], [-1.957, -2.557, -0.808], [3.004, 3.429, 3.752], [2.362, 3.377, 2.296], [1.580, -1.228, -2.621], [5.277, 1.656, 1.755], [2.608, -0.981, -2.151], [3.380, -0.904, -5.664], [-3.460, -4.193, 1.017], [1.960, 0.056, -4.985], [-9.566, -1.518, 4.005], [3.217, 2.806, 1.098], [3.805, 1.281, 1.183], [-0.100, 2.041, -4.180], [1.503, 2.289, -1.372], [-3.922, -1.260, -0.115], [-9.332, -1.097, -1.764], [4.120, -2.749, -1.993], [-10.464, 0.330, 4.615], [5.571, -2.216, 0.557], [-6.116, -2.028, -1.528], [2.135, 4.482, 2.026], [-7.543, -2.207, -1.433], [2.395, -3.296, -2.179], [-4.270, -2.202, 0.425]],
  "atomic_forces_ev_per_a": [[0.7, -0.8, 1.1], [0.7, -0.1, -1.8], [-0.1, -0.6, -1.9], [0.0, 0.5, -0.2], [-1.2, 1.3, 0.0], [-0.4, -1.5, 0.0], [-1.4, -2.4, -1.0], [-1.3, 1.1, 0.7], [1.0, -0.9, 0.5], [0.6, 0.0, 1.4], [-0.3, -0.9, -1.4], [-0.2, 0.0, 0.1], [0.4, -0.1, 1.3], [0.0, -0.8, 0.8], [-0.7, -1.4, -1.6], [-0.1, 1.6, 0.0], [-0.8, 0.5, -1.5], [-0.6, 1.3, 0.6], [-0.8, -1.8, 0.1], [0.8, -0.4, -1.5], [-0.6, 2.9, -3.7], [0.2, -2.9, 1.9], [-0.5, -0.8, 1.2], [0.5, 1.6, -1.1], [-2.7, 0.4, 2.0], [0.7, -0.7, 1.1], [0.3, -0.7, -0.1], [-0.5, -1.2, 1.1], [-0.9, 1.2, -0.4], [-0.2, 0.6, 1.3], [0.8, -0.7, 0.9], [0.2, 0.6, 0.5], [0.8, -2.1, -0.2], [-0.6, -1.0, 0.5], [-1.6, -0.2, 0.8], [0.6, 0.0, -1.8], [1.2, 0.9, -0.8], [-1.1, -1.0, 0.9], [-0.4, -1.9, -0.1], [-3.6, -2.3, -0.8], [1.1, 1.4, -0.2], [-0.5, -1.9, -1.0], [1.0, -0.9, -0.6], [-0.7, 0.8, 0.0], [3.1, 0.1, -2.4], [-1.0, 0.6, -2.3], [0.0, -0.1, -0.1], [1.1, 3.2, 0.2], [0.6, 0.4, 1.1], [-0.1, 0.7, -0.1], [1.0, -0.9, -0.2], [0.0, -0.4, 0.2], [-0.8, 1.2, 0.6], [0.4, 1.4, -0.4], [-1.3, -5.2, 7.9], [-0.7, 1.3, -0.9], [0.1, -0.9, 0.5], [-0.6, 0.5, 1.6], [-0.4, -1.5, 1.1], [0.7, 2.1, -0.2], [-0.5, -0.3, 0.1], [-0.2, -1.8, 0.8], [0.0, 2.4, 1.0], [-1.0, -1.2, -0.4], [-1.2, 1.0, -0.3], [0.4, 1.1, -1.0], [1.1, -0.7, -1.3], [0.9, -0.4, -0.7], [4.3, 2.0, 0.9], [-0.5, -1.5, 0.1], [1.4, 1.0, -3.6], [0.1, 0.4, -0.1], [0.1, 2.3, -1.7], [1.9, 0.3, -0.5], [-0.5, 1.0, -1.0], [-1.0, -1.2, 0.0], [0.3, -0.8, 1.4], [0.6, 0.6, 0.1], [-1.3, 1.0, 1.0], [1.4, 1.2, 1.2], [0.6, 2.3, 0.2], [-0.2, -1.8, -1.0], [-1.1, -0.1, 1.0], [0.7, 1.5, 0.3], [0.8, -1.4, 0.3], [-0.8, 2.0, 0.3], [-0.8, 1.0, -0.2], [0.9, 1.1, -1.6], [0.5, -0.4, 0.9], [0.6, -1.1, -0.1], [0.0, -1.3, 0.7], [1.7, -0.4, -0.3], [-1.4, 0.7, 0.6], [-0.1, 0.1, 0.0], [-1.0, 1.2, -0.3], [0.8, -0.3, -0.8], [0.5, -1.7, 0.2], [0.5, 1.2, -0.5], [0.8, 1.6, 0.4], [-0.9, 0.1, 0.7]]
}


{
  "formula": "C34H50ClFIN7O4STi",
  "method": "ωB97M-V/def2-TZVPD",
  "homo_lumo_gap_ha": 0.159,
  "lumo_energy_ev": -1.28,
  "homo_ev": -5.599,
  "symbols": ["H", "H", "C", "C", "H", "H", "H", "H", "C", "C", "H", "I", "S", "C", "C", "C", "H", "H", "H", "H", "N", "C", "C", "H", "H", "H", "N", "Ti", "H", "F", "H", "C", "H", "C", "H", "C", "C", "H", "H", "O", "C", "H", "H", "H", "H", "H", "N", "H", "C", "N", "N", "C", "H", "C", "H", "C", "H", "N", "O", "H", "C", "C", "C", "H", "H", "C", "C", "H", "H", "C", "H", "N", "H", "H", "H", "C", "H", "C", "H", "C", "C", "H", "C", "C", "C", "C", "H", "H", "O", "Cl", "H", "H", "H", "C", "H", "O", "H", "H", "H", "C"],
  "positions_angstrom": [[6.077, 2.987, 2.498], [-1.202, -1.844, -4.395], [0.394, -0.127, 2.215], [-2.537, 3.874, -1.289], [3.488, 0.481, 1.744], [-0.084, -4.744, -0.753], [1.928, -1.446, 0.784], [5.839, 0.952, -2.626], [-4.900, -2.261, 2.243], [-5.351, -3.022, 3.460], [-1.098, -1.430, -2.690], [2.130, 4.365, -3.516], [4.824, -0.293, -0.641], [-4.145, 3.072, 0.802], [-2.763, 3.052, 0.919], [0.655, -2.454, -3.479], [-4.748, 2.762, 1.645], [-3.768, -0.193, -0.860], [2.801, 1.248, -0.712], [-6.784, -2.373, 1.236], [5.119, 1.685, 1.150], [4.455, 0.811, 2.113], [5.169, 1.288, -0.179], [0.770, 1.706, -5.428], [0.764, -6.128, -1.458], [0.872, -3.276, -4.161], [1.021, -0.641, -1.388], [0.104, 1.249, -0.469], [-2.185, -1.468, 5.837], [-6.228, -1.073, -0.897], [6.679, 2.522, -2.716], [1.614, -4.212, -1.988], [2.933, -2.643, 0.009], [-4.078, -0.780, -0.007], [-5.810, 3.503, -0.477], [-0.432, 3.288, -0.081], [-3.041, -2.820, 4.373], [-2.627, -3.067, 6.443], [-5.245, -4.097, 3.282], [1.089, -0.481, 3.147], [-0.357, 1.646, -3.616], [-1.900, 4.209, -2.101], [6.978, 1.503, 2.121], [2.224, 2.346, -1.820], [6.895, 2.815, 0.942], [0.768, -0.448, -2.352], [5.445, 2.272, -1.052], [4.944, 2.423, -3.079], [5.332, 3.693, -0.732], [-2.666, -1.973, 3.205], [2.134, 2.008, -0.859], [-0.849, -2.197, -3.425], [4.779, 4.179, -1.540], [-3.915, 3.902, -1.428], [-0.753, -1.633, 3.925], [-3.183, -1.020, 1.043], [6.313, 4.169, -0.654], [-1.583, 1.957, -4.130], [-0.363, 1.451, -2.328], [4.794, 3.829, 0.201], [-1.905, 3.425, -0.118], [-2.190, -2.534, 5.598], [1.350, -1.880, -1.212], [-4.354, 4.263, -2.350], [0.039, 3.877, -0.871], [5.746, 2.018, -2.456], [0.789, 1.553, -4.359], [-2.887, -3.859, 4.063], [-6.411, -2.836, 3.633], [-4.519, -2.626, 4.666], [1.319, -3.108, 0.566], [1.245, -2.814, -2.191], [-2.222, 2.364, -3.463], [2.373, -4.274, -1.215], [2.089, -4.561, -2.906], [-1.435, -1.460, 3.108], [5.058, -0.074, 2.342], [-0.976, -0.713, 2.056], [-4.780, -3.230, 5.535], [6.333, 2.284, 1.703], [-4.732, 3.488, -0.382], [1.700, 1.200, -3.901], [-5.762, -2.014, 1.200], [-3.585, -1.758, 2.165], [-5.340, -1.286, 0.092], [0.430, -5.106, -1.646], [4.301, 1.387, 3.026], [2.382, 2.793, -0.263], [0.746, 0.763, 1.322], [-2.102, 2.510, 2.449], [-4.695, -1.578, 4.928], [-0.012, 3.539, 0.896], [-1.160, -2.874, 5.500], [-1.841, -0.467, 0.970], [-0.293, -5.135, -2.462], [-1.526, 0.240, -0.052], [-1.392, -3.107, -3.166], [1.174, -1.583, -3.888], [-1.591, 2.371, -5.047], [1.902, -2.301, 0.119]],
  "atomic_forces_ev_per_a": [[0.0, 0.0, 0.0], [0.0, 0.0, 0.0], [0.3, 0.4, -0.2], [0.1, 0.0, -0.1], [0.0, 0.1, 0.0], [0.0, 0.0, 0.0], [0.0, 0.0, 0.0], [0.0, 0.0, 0.0], [0.0, 0.0, 0.0], [0.0, 0.0, 0.0], [0.0, 0.0, 0.0], [0.3, 0.4, 0.3], [0.0, 0.0, 0.0], [0.0, 0.0, 0.0], [0.0, 0.0, 0.0], [0.0, 0.0, -0.1], [0.0, 0.0, 0.0], [0.0, 0.0, 0.0], [0.0, 0.0, 0.0], [0.0, 0.0, 0.0], [0.0, -0.2, 0.0], [0.1, 0.0, 0.0], [-0.1, 0.2, 0.1], [0.0, 0.1, 0.1], [0.0, 0.0, 0.0], [0.0, 0.0, 0.0], [0.0, 0.2, 0.0], [0.3, 0.5, -2.5], [0.0, 0.0, 0.0], [0.1, 0.0, 0.2], [0.0, 0.0, 0.0], [0.0, 0.1, -0.1], [0.0, 0.0, 0.0], [-0.1, 0.0, -0.1], [0.0, 0.0, 0.0], [0.2, -0.3, 0.3], [0.0, 0.0, 0.0], [0.0, 0.0, 0.0], [0.0, 0.0, 0.0], [-0.1, 0.1, -0.1], [2.4, -0.2, -1.9], [0.0, 0.0, 0.0], [0.0, 0.0, 0.0], [-0.1, 0.3, -0.3], [0.0, 0.0, 0.0], [-0.1, 0.0, 0.0], [0.1, 0.0, 0.0], [0.0, 0.0, 0.0], [-0.1, 0.0, -0.1], [0.1, 0.1, -0.2], [-0.5, -0.4, 0.6], [0.0, 0.0, 0.0], [0.0, 0.0, 0.0], [0.0, 0.1, 0.0], [0.0, 0.0, 0.0], [0.3, 0.1, 0.0], [0.0, 0.0, 0.0], [-1.2, 0.1, -0.3], [0.1, -0.2, 3.6], [0.0, 0.0, 0.0], [-0.2, -0.2, -0.2], [0.0, 0.0, 0.0], [0.2, -0.1, 0.0], [0.0, 0.0, 0.0], [0.1, 0.0, 0.0], [-0.1, 0.0, 0.0], [-1.5, -1.0, 0.6], [0.0, 0.0, 0.0], [0.0, 0.0, 0.0], [0.0, 0.1, 0.0], [0.0, 0.0, 0.0], [0.0, 0.1, 0.2], [0.1, 0.1, -0.1], [0.0, 0.0, 0.0], [0.0, 0.0, 0.0], [-0.4, -0.3, 0.2], [0.0, 0.0, 0.0], [-0.3, 0.1, -0.3], [0.0, 0.0, 0.0], [-0.1, 0.0, 0.0], [0.1, 0.0, 0.0], [0.0, 0.2, 0.0], [0.0, 0.0, 0.1], [0.2, -0.1, 0.3], [-0.1, 0.1, -0.2], [-0.1, 0.0, 0.0], [0.0, 0.0, 0.0], [0.1, 0.0, 0.0], [-0.3, -0.3, -0.1], [0.0, 0.0, -0.1], [0.0, 0.0, 0.0], [0.0, 0.0, 0.0], [0.0, 0.0, 0.0], [0.1, 0.4, -0.1], [0.0, 0.0, 0.0], [-0.3, -0.5, 0.6], [0.0, 0.0, 0.0], [0.0, 0.0, 0.0], [0.0, 0.1, 0.1], [0.0, 0.0, 0.0]]
}